C5H9IS4 as an isolated structure at a distorted geometry, computed with ωB97M-V/def2-TZVPD.

Summary:
- HOMO level: -8.70 eV
- Relative energy (zero: lowest compared OMol25 entry of this formula, charge and spin): 24.2 kJ/mol

Structure (ORCA input):
```
! RIJCOSX wB97M-V def2-TZVPD def2/J DEFGRID3
* xyz 0 1
C 0.272 1.101 -0.902
C 0.384 0.328 0.158
C 1.607 0.311 1.004
C -2.092 -0.909 -0.179
C -0.663 -0.762 0.480
S -3.228 0.520 0.103
S -1.990 -1.129 -2.005
S 0.355 -2.319 0.326
S -0.859 -0.652 2.472
I -3.081 -2.711 0.637
H -0.703 1.156 -1.368
H 1.127 1.824 -1.087
H 2.335 1.101 0.580
H 2.160 -0.636 0.789
H 1.375 0.530 2.061
H -2.980 0.651 1.475
H -1.578 0.124 -2.275
H -0.532 -2.804 -0.589
H -1.847 -1.550 2.462
*
```

C8H11N3O as an isolated structure at a distorted geometry, computed with ωB97M-V/def2-TZVPD.

Summary:
- HOMO level: -17.78 eV
- Relative energy (zero: lowest compared OMol25 entry of this formula, charge and spin): 96.2 kJ/mol

Structure (ORCA input):
```
! RIJCOSX wB97M-V def2-TZVPD def2/J DEFGRID3
* xyz 2 1
C -0.673 -1.725 0.124
C -1.088 -0.390 0.268
C 1.412 -0.733 0.412
C -1.457 -2.705 -0.366
C 3.706 0.297 0.332
C -2.413 0.237 -0.102
C -2.048 1.775 -0.002
C -0.433 1.809 0.026
N 2.571 -0.346 0.514
N 0.711 -1.833 0.395
N -0.119 0.455 0.287
O 3.959 1.032 -0.713
H -1.370 -3.748 -0.450
H -2.480 -2.453 -0.427
H 4.524 0.292 1.107
H -2.628 -0.044 -1.111
H -3.268 0.100 0.504
H -2.309 2.299 -0.921
H -2.477 2.368 0.818
H -0.096 2.228 -0.910
H 0.006 2.416 0.855
H 1.180 -2.735 0.247
H 4.791 1.404 -0.889
*
```

A 10-piece molecular cluster, C39H57NO14 overall at a distorted geometry, computed with ωB97M-V/def2-TZVPD.

Summary:
- HOMO level: -9.06 eV
- Relative energy (zero: lowest compared OMol25 entry of this formula, charge and spin): 0.0 kJ/mol

Structure (ORCA input):
```
! RIJCOSX wB97M-V def2-TZVPD def2/J DEFGRID3
* xyz 0 1
C -0.102 -2.463 -0.661
C -0.551 -1.048 -1.150
O -1.556 -0.866 -1.834
N 0.123 0.046 -0.585
H 0.834 -0.149 0.060
H 0.883 0.014 -1.279
C -0.711 1.326 -0.457
H -0.317 -3.225 -1.282
H -0.798 -2.573 0.178
H 1.003 -2.315 -0.571
H -1.144 1.528 -1.405
H -0.152 2.143 0.074
H -1.467 1.142 -0.081
O 2.129 -0.389 1.025
H 2.722 -0.389 0.472
C 2.370 -2.789 4.367
C 1.478 -3.057 3.176
C 0.506 -4.081 3.365
O 0.714 -1.984 2.730
H 2.819 -3.744 4.568
H 1.792 -2.511 5.228
H 3.318 -2.111 4.228
H 2.267 -3.548 2.522
H 0.077 -3.876 4.419
H 1.039 -5.081 3.320
H -0.166 -4.169 2.579
H 1.207 -1.273 2.116
C 2.481 3.706 2.974
C 2.401 2.276 3.118
C 2.251 1.704 4.561
O 1.377 1.729 2.403
H 3.173 4.250 3.571
H 1.575 4.098 3.349
H 2.407 3.972 1.965
H 3.400 1.954 2.550
H 2.791 0.881 4.607
H 1.213 1.392 4.913
H 2.682 2.385 5.237
H 1.792 0.984 1.940
C 3.603 1.566 -1.572
C 2.913 1.054 -2.823
C 2.997 -0.434 -2.858
O 1.500 1.264 -2.777
H 3.602 0.766 -0.954
H 3.110 2.421 -1.080
H 4.815 1.739 -2.041
H 3.311 1.567 -3.777
H 2.909 -0.826 -3.934
H 2.619 -1.063 -2.121
H 4.061 -0.544 -2.952
H 1.206 2.134 -2.779
C 1.494 6.029 -2.085
C 1.054 4.936 -3.114
C 2.046 4.470 -4.079
O 0.580 3.852 -2.305
H 0.657 6.102 -1.219
H 1.659 6.963 -2.780
H 2.490 5.971 -1.625
H 0.332 5.375 -3.681
H 1.420 3.712 -4.730
H 2.780 4.015 -3.229
H 2.739 5.162 -4.675
H -0.029 4.162 -1.717
C -1.849 -0.087 3.729
C -1.496 -0.691 5.109
C -2.371 -0.208 6.267
O -2.143 -0.442 7.460
C -3.429 0.688 5.941
C -3.824 1.193 4.579
C -2.932 0.749 3.394
O -3.166 1.219 2.304
H -1.162 -0.403 2.960
H -0.616 -1.594 5.091
H -4.175 1.059 6.818
H -4.891 1.624 4.374
C 0.261 -7.718 -0.927
C -0.172 -6.532 -0.146
C -1.541 -5.900 -0.466
O -1.839 -4.783 0.027
C -2.349 -6.542 -1.451
C -1.935 -7.770 -2.030
C -0.636 -8.357 -1.803
O -0.184 -9.360 -2.502
H 1.267 -8.312 -0.660
H 0.686 -6.165 0.511
H -3.166 -6.130 -1.716
H -2.560 -8.073 -2.870
C -1.618 -2.249 -5.152
C -2.751 -2.351 -6.142
C -2.789 -3.407 -7.229
O -3.642 -3.438 -8.087
C -1.955 -4.659 -7.003
C -0.903 -4.570 -6.005
C -0.840 -3.418 -4.917
O 0.090 -3.484 -4.178
H -1.753 -1.322 -4.499
H -3.417 -1.426 -5.935
H -2.022 -5.279 -8.057
H -0.127 -5.402 -5.936
C -1.781 4.870 2.022
C -2.760 5.463 3.013
C -3.766 6.516 2.396
O -4.585 7.208 3.045
C -4.009 6.365 0.927
C -2.915 6.027 0.009
C -1.807 5.247 0.539
O -1.059 4.732 -0.281
H -0.978 4.255 2.335
H -2.596 5.281 4.199
H -4.610 7.170 0.615
H -2.941 6.117 -1.112
*
```

C28H24N3O3STcTe as an isolated structure, computed with ωB97M-V/def2-TZVPD.

Summary:
- HOMO level (alpha / beta): -4.47 / -4.10 eV
- Relative energy (zero: lowest compared OMol25 entry of this formula, charge and spin): 0.0 kJ/mol

Structure (ORCA input):
```
! RIJCOSX wB97M-V def2-TZVPD def2/J DEFGRID3
* xyz -1 4
Tc 0.696 0.820 0.984
N 0.149 2.412 5.064
C 0.280 1.718 3.876
S 1.138 2.546 2.600
N -0.240 0.530 3.861
N -0.012 -0.146 2.655
C -0.280 -1.399 2.683
C -0.137 -2.352 1.588
C -0.304 -3.697 1.948
C -0.161 -4.731 1.048
C 0.169 -4.411 -0.271
C 0.332 -3.102 -0.663
C 0.174 -2.027 0.239
O 0.296 -0.812 -0.223
H 0.180 3.413 4.967
H -0.575 2.059 5.669
H -0.633 -1.792 3.635
H -0.552 -3.917 2.981
H -0.291 -5.758 1.359
H 0.302 -5.202 -1.001
H 0.588 -2.851 -1.685
C 2.860 2.509 -2.439
C 2.695 1.810 -1.111
O 1.527 1.683 -0.717
C 3.851 1.344 -0.370
C 5.137 1.739 -0.806
C 6.280 1.363 -0.153
C 6.160 0.545 0.987
C 4.940 0.127 1.433
C 3.727 0.499 0.776
O 2.626 0.023 1.229
H 1.871 2.659 -2.866
H 3.476 1.927 -3.124
H 3.338 3.481 -2.301
H 5.220 2.367 -1.682
H 7.250 1.688 -0.503
H 7.053 0.241 1.523
H 4.839 -0.503 2.307
C -3.913 2.406 0.113
C -3.606 1.053 0.166
C -2.297 0.643 0.393
C -1.251 1.556 0.602
C -1.597 2.911 0.558
C -2.897 3.333 0.306
H -4.930 2.733 -0.068
H -4.383 0.311 0.020
H -2.091 -0.421 0.416
H -0.831 3.660 0.726
H -3.122 4.394 0.271
Te -0.463 -0.099 -3.021
C -2.380 -0.931 -3.077
C -2.555 -2.315 -3.102
C -3.831 -2.861 -3.116
C -4.943 -2.031 -3.115
C -4.777 -0.653 -3.088
C -3.504 -0.103 -3.059
H -1.688 -2.961 -3.097
H -3.953 -3.937 -3.125
H -5.938 -2.458 -3.126
H -5.643 -0.001 -3.072
H -3.374 0.969 -3.001
*
```

A 2-piece molecular cluster, C4H15N2O2 overall at a distorted geometry, computed with ωB97M-V/def2-TZVPD.

Summary:
- HOMO level: -12.75 eV
- Relative energy (zero: lowest compared OMol25 entry of this formula, charge and spin): 137.7 kJ/mol

Structure (ORCA input):
```
! RIJCOSX wB97M-V def2-TZVPD def2/J DEFGRID3
* xyz 1 1
N -0.006 0.789 -1.927
C 0.254 0.252 -0.522
C 1.685 -0.259 -0.556
O 1.925 -1.025 -1.726
C -0.063 1.260 0.573
N -0.428 0.497 1.767
C -1.718 0.887 2.375
H -0.898 1.276 -2.001
H -0.031 0.019 -2.598
H 0.760 1.401 -2.208
H -0.362 -0.620 -0.434
H 1.917 -0.822 0.338
H 2.407 0.558 -0.590
H 1.348 -1.805 -1.750
H 0.796 1.885 0.801
H -0.898 1.893 0.261
H 0.269 0.584 2.495
H -2.481 0.928 1.603
H -1.672 1.879 2.820
H -2.041 0.109 3.042
H -0.149 -3.159 0.182
H -0.452 -3.663 -1.202
O -0.162 -2.863 -0.744
*
```

C26H52AlBrF3I3NO5Si4 as an isolated structure at a distorted geometry, computed with ωB97M-V/def2-TZVPD.

Summary:
- HOMO level: -5.72 eV

Structure (ORCA input):
```
! RIJCOSX wB97M-V def2-TZVPD def2/J DEFGRID3
* xyz -1 1
C -1.999 -5.679 -0.820
C -2.202 -4.542 -1.477
C -2.246 -2.970 -1.917
C -3.128 -2.171 -0.780
C -2.585 -0.681 -0.479
C -1.348 -0.590 0.552
C -1.003 -1.895 1.482
F -2.104 -2.323 2.303
F 0.095 -1.625 2.410
F -0.526 -3.021 0.686
O -0.199 -0.637 -0.375
Al 1.283 0.416 0.161
Br 2.410 1.503 -1.664
C 2.864 -0.577 1.077
I 3.030 -2.776 1.052
C 3.872 0.233 1.740
C 5.184 -0.333 2.477
I 3.635 2.434 1.795
O 0.158 1.397 1.292
C -1.220 0.889 1.283
C -1.789 0.863 2.826
N -3.207 0.364 2.918
C -2.062 2.126 0.664
C -1.597 2.620 -0.796
O -0.461 3.157 -1.045
I -2.932 2.472 -2.565
H -2.002 -6.555 -0.060
H -2.789 -2.922 -2.934
H -1.205 -2.482 -1.911
H -3.304 -2.827 0.147
H -4.181 -2.038 -1.274
H -2.186 -0.270 -1.497
H -3.519 -0.058 -0.155
H 5.223 0.006 3.593
H 5.363 -1.460 2.356
H 6.099 0.193 1.974
H -1.116 0.268 3.542
H -1.808 1.955 3.244
H -3.682 0.344 2.004
H -3.754 0.857 3.641
H -3.203 1.959 0.636
H -1.896 3.034 1.379
O 9.816 0.476 -1.252
Si 8.148 0.431 -1.397
C 7.460 -1.094 -0.536
C 7.660 0.364 -3.210
C 7.339 1.940 -0.634
Si 11.130 -0.467 -1.671
C 12.747 0.317 -1.132
C 11.193 -0.707 -3.534
C 11.005 -2.157 -0.854
H 7.796 -2.005 -1.038
H 6.368 -1.082 -0.545
H 7.798 -1.129 0.503
H 8.107 1.198 -3.762
H 6.573 0.430 -3.313
H 7.986 -0.574 -3.669
H 7.678 2.856 -1.124
H 7.571 2.010 0.432
H 6.252 1.878 -0.742
H 12.885 1.294 -1.604
H 13.588 -0.321 -1.421
H 12.776 0.448 -0.048
H 10.329 -1.279 -3.881
H 12.099 -1.248 -3.822
H 11.195 0.260 -4.045
H 10.142 -2.708 -1.235
H 10.896 -2.050 0.228
H 11.903 -2.747 -1.053
O -8.351 1.737 0.353
Si -7.336 0.519 -0.180
C -8.295 -0.721 -1.220
C -6.587 -0.385 1.288
C -5.932 1.188 -1.227
Si -9.736 1.892 1.278
C -10.279 3.682 1.418
C -9.436 1.239 3.015
C -11.147 0.917 0.506
H -9.039 -1.242 -0.611
H -7.622 -1.467 -1.649
H -8.814 -0.212 -2.036
H -6.083 0.319 1.958
H -5.850 -1.119 0.946
H -7.356 -0.917 1.854
H -5.318 1.889 -0.657
H -6.315 1.702 -2.112
H -5.289 0.368 -1.562
H -9.504 4.291 1.890
H -11.185 3.752 2.029
H -10.500 4.103 0.434
H -9.243 0.163 2.996
H -10.309 1.418 3.649
H -8.574 1.736 3.468
H -10.930 -0.154 0.519
H -11.301 1.225 -0.531
H -12.075 1.084 1.058
*
```